Here is a 5-piece molecular cluster, H12NO4 overall from OMol25. Energies are from ωB97M-V/def2-TZVPD.

The net charge is +1. As for the gap between HOMO and LUMO: 12.31 eV. The energy above the lowest of the compared OMol25 structures with the same formula, charge and spin is 10.4 kcal/mol. The LUMO energy is -2.93 eV. The calculation puts the highest occupied orbital energy at -15.24 eV.

Each line ends with the Mulliken charge.
Element x y z (Å)
N (-0.45, 0.78, 0.15)  -0.3728
H (-0.39, 1.43, -0.64)  0.3928
H (-0.84, -0.08, -0.24)  0.3309
H (-1.00, 1.21, 0.94)  0.3858
H (0.50, 0.64, 0.51)  0.2962
H (2.98, -0.51, 0.59)  0.3129
H (1.66, -1.12, 0.84)  0.3721
O (2.07, -0.23, 0.80)  -0.7148
H (1.09, -2.33, -1.21)  0.3318
H (0.47, -3.26, -0.23)  0.3083
O (0.68, -2.32, -0.33)  -0.6336
H (-1.18, 0.25, -3.10)  0.3322
H (0.23, 0.46, -3.52)  0.3210
O (-0.27, 0.15, -2.76)  -0.6366
H (-2.47, 2.12, 2.51)  0.3148
H (-1.39, 1.26, 3.25)  0.3079
O (-1.70, 1.57, 2.40)  -0.6487



Here is a 6-piece molecular cluster, H12O6 overall from OMol25. Energies are from ωB97M-V/def2-TZVPD.

The net charge is 0. As for the gap between HOMO and LUMO: 11.37 eV. The energy above the lowest of the compared OMol25 structures with the same formula, charge and spin is 32.2 kcal/mol. The LUMO energy is 0.15 eV. The SMILES is O.O.O.O.O.O. The calculation puts the highest occupied orbital energy at -11.23 eV.

Each line ends with the Mulliken charge.
Element x y z (Å)
O (-2.17, 2.81, 0.41)  -0.6638
H (-1.38, 2.34, 0.26)  0.4153
H (-1.98, 3.78, 0.41)  0.3023
O (0.22, -3.19, -0.38)  -0.6390
H (1.06, -3.56, -0.54)  0.2908
H (0.44, -2.40, 0.19)  0.3451
O (2.95, -0.53, -1.07)  -0.6360
H (2.46, -0.49, -0.24)  0.3671
H (2.30, -0.54, -1.79)  0.2980
O (0.83, -0.50, 0.91)  -0.7303
H (0.81, 0.39, 0.58)  0.3656
H (-0.01, -0.72, 1.23)  0.3937
O (-1.82, -0.87, 0.67)  -0.6545
H (-1.91, -1.77, 0.37)  0.3207
H (-2.56, -0.69, 1.26)  0.3139
O (0.15, 1.80, -0.40)  -0.7266
H (0.29, 1.40, -1.26)  0.3158
H (0.33, 2.72, -0.59)  0.3220



Here is a 6-piece molecular cluster, H12O6 overall from OMol25. Energies are from ωB97M-V/def2-TZVPD.

The net charge is 0. As for the gap between HOMO and LUMO: 8.47 eV. The energy above the lowest of the compared OMol25 structures with the same formula, charge and spin is 119.7 kcal/mol. The LUMO energy is -0.07 eV. The SMILES is O.O.O.O.O.O. The calculation puts the highest occupied orbital energy at -8.54 eV.

Each line ends with the Mulliken charge.
Element x y z (Å)
O (-1.55, -1.04, -0.99)  -0.5481
H (-2.18, -0.44, -1.52)  0.2416
H (-0.77, -0.48, -1.05)  0.2974
O (-2.46, 1.76, -0.40)  -0.6568
H (-2.21, 1.55, -1.35)  0.3096
H (-2.27, 0.91, -0.01)  0.3461
O (1.24, -1.10, -0.09)  -0.5618
H (1.06, -0.16, -0.19)  0.1305
H (1.92, -1.10, 0.62)  0.3406
O (0.45, 0.79, 1.46)  -0.5948
H (-0.03, 1.16, 0.74)  0.3334
H (1.23, 1.42, 1.60)  0.3063
O (3.75, 0.09, -0.50)  -0.5706
H (4.48, 0.64, -0.80)  0.2948
H (2.94, 0.60, -0.71)  0.2992
O (-1.60, -1.64, 0.73)  -0.5190
H (-2.42, -2.04, 1.04)  0.2713
H (-1.59, -0.94, 1.42)  0.2803



Here is a 6-piece molecular cluster, H12O6 overall from OMol25. Energies are from ωB97M-V/def2-TZVPD.

The net charge is 0. As for the gap between HOMO and LUMO: 10.65 eV. The energy above the lowest of the compared OMol25 structures with the same formula, charge and spin is 41.3 kcal/mol. The LUMO energy is -0.27 eV. The SMILES is O.O.O.O.O.O. The calculation puts the highest occupied orbital energy at -10.92 eV.

Each line ends with the Mulliken charge.
Element x y z (Å)
O (-10.45, -22.71, -24.93)  -0.6511
H (-10.09, -22.42, -24.13)  0.2628
H (-11.35, -22.35, -25.04)  0.4466
O (-12.02, -19.88, -27.38)  -0.8063
H (-12.29, -20.52, -26.75)  0.2316
H (-11.52, -19.34, -26.74)  0.5418
O (-10.34, -18.11, -29.08)  -0.6349
H (-10.39, -17.35, -28.54)  0.2899
H (-11.03, -18.72, -28.89)  0.3587
O (-12.87, -21.58, -24.77)  -0.7029
H (-12.58, -20.93, -24.16)  0.3127
H (-13.18, -22.25, -24.16)  0.3329
O (-14.43, -19.20, -26.20)  -0.6227
H (-14.66, -20.00, -25.83)  0.2704
H (-13.75, -19.33, -26.86)  0.4028
O (-10.91, -18.33, -25.64)  -0.6822
H (-10.60, -18.67, -24.80)  0.3152
H (-10.19, -18.12, -26.24)  0.3347



Here is a 6-piece molecular cluster, H12O6 overall from OMol25. Energies are from ωB97M-V/def2-TZVPD.

The net charge is 0. As for the gap between HOMO and LUMO: 10.79 eV. The energy above the lowest of the compared OMol25 structures with the same formula, charge and spin is 62.3 kcal/mol. The LUMO energy is -0.55 eV. The SMILES is O.O.O.O.O.O. The calculation puts the highest occupied orbital energy at -11.34 eV.

Each line ends with the Mulliken charge.
Element x y z (Å)
O (-0.29, 0.49, 0.27)  -0.6790
H (-1.04, 0.97, 0.64)  0.4422
H (0.45, 0.77, 0.82)  0.3158
O (0.26, 1.86, -4.22)  -0.6274
H (-0.19, 1.90, -3.37)  0.3071
H (1.06, 1.35, -4.03)  0.3233
O (-1.85, -1.34, 1.74)  -0.6180
H (-1.59, -0.60, 1.19)  0.1595
H (-1.89, -0.97, 2.63)  0.2623
O (-2.34, -0.99, -0.87)  -0.5594
H (-2.42, -0.20, -0.32)  0.3282
H (-1.55, -1.43, -0.53)  0.3352
O (1.17, 2.62, -0.08)  -0.5945
H (0.41, 2.65, -0.67)  0.3252
H (0.79, 2.39, 0.78)  0.2790
O (3.37, -3.29, 1.98)  -0.6334
H (3.08, -2.37, 2.02)  0.3102
H (2.56, -3.80, 2.00)  0.3238



Here is a 6-piece molecular cluster, H12O6 overall from OMol25. Energies are from ωB97M-V/def2-TZVPD.

The net charge is 0. As for the gap between HOMO and LUMO: 11.01 eV. The energy above the lowest of the compared OMol25 structures with the same formula, charge and spin is 25.2 kcal/mol. The LUMO energy is 0.29 eV. The SMILES is O.O.O.O.O.O. The calculation puts the highest occupied orbital energy at -10.72 eV.

Each line ends with the Mulliken charge.
Element x y z (Å)
O (0.69, -1.35, -2.20)  -0.6332
H (1.26, -0.77, -1.68)  0.3213
H (1.20, -2.16, -2.29)  0.3042
O (-0.97, 1.81, 2.04)  -0.6275
H (-0.99, 1.33, 2.84)  0.2933
H (-1.87, 1.76, 1.68)  0.3150
O (-1.92, -0.56, -1.16)  -0.6364
H (-2.65, -1.16, -1.15)  0.3099
H (-1.31, -0.96, -1.79)  0.3272
O (0.74, 3.16, -0.22)  -0.6308
H (0.34, 4.03, -0.17)  0.3001
H (0.24, 2.62, 0.39)  0.3434
O (-0.47, -1.92, 1.09)  -0.6664
H (-1.12, -1.23, 0.94)  0.3096
H (-0.91, -2.66, 0.65)  0.3145
O (2.09, -0.92, 0.38)  -0.6193
H (1.32, -1.28, 0.86)  0.3672
H (2.84, -1.21, 0.93)  0.3080



Here is a 6-piece molecular cluster, H12O6 overall from OMol25. Energies are from ωB97M-V/def2-TZVPD.

The net charge is 0. As for the gap between HOMO and LUMO: 11.11 eV. The energy above the lowest of the compared OMol25 structures with the same formula, charge and spin is 46.4 kcal/mol. The LUMO energy is 0.22 eV. The SMILES is O.O.O.O.O.O. The calculation puts the highest occupied orbital energy at -10.89 eV.

Each line ends with the Mulliken charge.
Element x y z (Å)
O (-0.60, -0.60, -0.77)  -0.7024
H (-0.83, -0.32, -1.66)  0.3227
H (-1.21, -0.10, -0.21)  0.3565
O (-2.86, -1.63, -0.99)  -0.6427
H (-3.02, -1.38, -1.91)  0.3029
H (-2.01, -2.08, -1.01)  0.3618
O (-4.00, 1.93, 1.43)  -0.6384
H (-4.64, 1.24, 1.67)  0.3233
H (-3.17, 1.45, 1.35)  0.3144
O (2.21, 3.71, -0.90)  -0.6346
H (1.91, 3.29, -1.71)  0.3174
H (1.96, 3.08, -0.21)  0.3158
O (1.97, -3.34, 0.44)  -0.6270
H (1.17, -3.49, 0.96)  0.3095
H (2.52, -2.80, 1.01)  0.3162
O (3.19, 0.23, 1.00)  -0.6166
H (3.56, 1.12, 0.98)  0.3064
H (3.84, -0.30, 0.52)  0.3150



Here is a 6-piece molecular cluster, H12O6 overall from OMol25. Energies are from ωB97M-V/def2-TZVPD.

The net charge is 0. As for the gap between HOMO and LUMO: 11.95 eV. The energy above the lowest of the compared OMol25 structures with the same formula, charge and spin is 8.8 kcal/mol. The LUMO energy is 0.57 eV. The SMILES is O.O.O.O.O.O. The calculation puts the highest occupied orbital energy at -11.38 eV.

Each line ends with the Mulliken charge.
Element x y z (Å)
O (0.73, -2.04, 1.07)  -0.7258
H (0.63, -2.89, 1.56)  0.3076
H (-0.06, -2.05, 0.44)  0.4291
O (-1.53, -2.25, -0.40)  -0.7772
H (-1.68, -1.29, -0.70)  0.4365
H (-1.30, -2.72, -1.22)  0.3345
O (-1.92, 0.24, -1.41)  -0.7547
H (-1.05, 0.69, -1.61)  0.4327
H (-2.37, 0.84, -0.84)  0.3033
O (0.97, 0.37, 2.26)  -0.7330
H (0.08, 0.30, 2.68)  0.3079
H (1.12, -0.53, 1.83)  0.4444
O (0.41, 1.53, -1.95)  -0.7798
H (0.04, 2.43, -2.20)  0.3441
H (0.73, 1.68, -1.06)  0.4753
O (1.40, 2.15, 0.39)  -0.7865
H (1.14, 1.48, 1.09)  0.4245
H (2.35, 2.07, 0.40)  0.3172



Here is a 6-piece molecular cluster, H12O6 overall from OMol25. Energies are from ωB97M-V/def2-TZVPD.

The net charge is 0. As for the gap between HOMO and LUMO: 10.98 eV. The energy above the lowest of the compared OMol25 structures with the same formula, charge and spin is 51.8 kcal/mol. The LUMO energy is 0.35 eV. The SMILES is O.O.O.O.O.O. The calculation puts the highest occupied orbital energy at -10.64 eV.

Each line ends with the Mulliken charge.
Element x y z (Å)
O (1.59, 0.20, -0.69)  -0.6057
H (0.91, -0.58, -0.54)  0.2515
H (2.27, 0.11, -0.04)  0.3483
O (2.57, -1.21, 1.58)  -0.6407
H (2.02, -1.99, 1.48)  0.3169
H (2.59, -1.06, 2.54)  0.3163
O (-0.92, -2.91, -1.46)  -0.6403
H (-0.05, -2.52, -1.65)  0.3274
H (-1.48, -2.88, -2.27)  0.3151
O (-1.05, 1.13, -1.87)  -0.5624
H (-1.95, 1.04, -1.65)  0.2921
H (-1.16, 1.86, -2.48)  0.2868
O (-2.68, -1.21, 2.18)  -0.6196
H (-3.58, -1.32, 2.12)  0.2942
H (-2.39, -0.30, 1.95)  0.3241
O (1.26, 3.73, 0.56)  -0.6431
H (1.22, 4.70, 0.30)  0.3198
H (0.82, 3.20, -0.07)  0.3192



Here is a 6-piece molecular cluster, H12O6 overall from OMol25. Energies are from ωB97M-V/def2-TZVPD.

The net charge is 0. As for the gap between HOMO and LUMO: 11.46 eV. The energy above the lowest of the compared OMol25 structures with the same formula, charge and spin is 39.8 kcal/mol. The LUMO energy is 0.24 eV. The SMILES is O.O.O.O.O.O. The calculation puts the highest occupied orbital energy at -11.22 eV.

Each line ends with the Mulliken charge.
Element x y z (Å)
O (18.30, -11.87, -16.02)  -0.6317
H (18.33, -12.82, -16.19)  0.3195
H (19.14, -11.68, -15.60)  0.3155
O (9.87, -6.38, -12.73)  -0.6387
H (10.00, -6.71, -11.85)  0.3195
H (10.76, -6.29, -13.09)  0.3186
O (14.91, -9.89, -13.60)  -0.6375
H (14.64, -8.97, -13.52)  0.3232
H (15.66, -9.87, -14.18)  0.3123
O (16.25, -13.35, -11.23)  -0.6380
H (16.08, -12.52, -11.68)  0.3187
H (16.99, -13.17, -10.66)  0.3158
O (11.38, -12.42, -14.88)  -0.6410
H (12.04, -11.96, -14.37)  0.3214
H (10.62, -11.84, -14.87)  0.3171
O (14.09, -5.75, -14.04)  -0.6176
H (13.68, -4.96, -13.69)  0.3160
H (14.95, -5.47, -14.33)  0.3070



Here is a 6-piece molecular cluster, H12O6 overall from OMol25. Energies are from ωB97M-V/def2-TZVPD.

The net charge is +1. As for the gap between HOMO and LUMO (alpha / beta): 9.99 / 2.68 eV. The spin multiplicity is 2. The energy above the lowest of the compared OMol25 structures with the same formula, charge and spin is 39.9 kcal/mol. The LUMO energy (alpha / beta) is -4.18 / -11.48 eV. The calculation puts the highest occupied orbital energy (alpha / beta) at -14.16 / -14.16 eV.

Each line ends with the Löwdin spin population.
Element x y z (Å)
O (-6.71, 11.86, -5.03)  0.4877
H (-6.21, 12.47, -4.48)  0.0065
H (-6.08, 11.17, -5.25)  -0.0024
O (-5.23, 10.37, -0.60)  0.0523
H (-4.39, 10.34, -1.07)  0.0000
H (-5.45, 11.30, -0.56)  0.0006
O (-2.58, 5.87, -5.02)  0.0001
H (-1.76, 5.70, -5.48)  0.0000
H (-2.51, 6.77, -4.71)  0.0000
O (-4.78, 9.84, -4.76)  0.4207
H (-4.00, 9.33, -4.99)  0.0074
H (-4.57, 10.22, -3.90)  0.0022
O (-3.56, 11.25, -2.94)  0.0242
H (-2.72, 11.34, -3.38)  -0.0005
H (-3.82, 12.15, -2.73)  -0.0002
O (-2.31, 8.42, -5.99)  0.0014
H (-2.49, 7.77, -6.67)  0.0000
H (-1.94, 9.16, -6.45)  -0.0001



Here is H12O6V as an isolated structure from OMol25. Energies are from ωB97M-V/def2-TZVPD.

The net charge is +3. As for the gap between HOMO and LUMO (alpha / beta): 9.65 / 11.56 eV. The spin multiplicity is 3. The energy above the lowest of the compared OMol25 structures with the same formula, charge and spin is 6.9 kcal/mol. The LUMO energy (alpha / beta) is -15.61 / -14.47 eV. The calculation puts the highest occupied orbital energy (alpha / beta) at -25.27 / -26.03 eV.

Each line ends with the Löwdin spin population.
Element x y z (Å)
V (-0.11, 0.17, 0.05)  1.9449
O (-0.14, -1.33, 1.56)  0.0201
H (-0.40, -0.98, 2.42)  0.0014
H (0.22, -2.23, 1.68)  0.0000
O (1.22, -1.04, -0.96)  0.0065
H (1.36, -1.56, -1.77)  0.0003
H (1.86, -1.48, -0.38)  0.0018
O (-1.62, -0.94, -0.95)  -0.0011
H (-1.37, -0.99, -1.89)  0.0011
H (-2.12, -1.75, -0.74)  0.0004
O (1.66, 1.06, 0.86)  -0.0015
H (2.39, 1.33, 0.31)  0.0006
H (1.94, 0.70, 1.71)  0.0010
O (0.04, 1.50, -1.54)  0.0137
H (-0.63, 2.09, -1.96)  0.0014
H (0.66, 1.31, -2.28)  0.0012
O (-1.39, 1.43, 1.04)  0.0049
H (-1.25, 1.20, 1.95)  0.0028
H (-2.32, 1.50, 0.88)  0.0007



Record-wise electronic energy values, in eV: -9869.60505 -12479.71857 -12475.92221 -12479.32101 -12478.41322 -12480.02054 -12479.10334 -12480.73072 -12478.86780 -12479.38620 -12468.47691 -38138.00524